2 unconnected molecules or ions with the total composition C12H16B2Br2F3O2. Source: the OMol25 dataset; level of theory: wB97M-V/def2-TZVPD.

Last column: Löwdin charge in e.
Geometry (Å):
C  0.558  2.027  4.562  -0.06
B  -0.461  1.842  3.347  -0.50
O  -1.228  3.001  3.056  0.03
B  -0.697  0.351  2.512  -0.51
C  -0.567  -0.864  3.609  -0.10
O  -1.577  -1.936  3.395  0.00
C  -1.537  -2.994  4.160  -0.74
F  -1.121  -2.769  5.429  0.12
F  -2.757  -3.559  4.245  0.13
F  -0.711  -3.971  3.680  0.11
C  0.392  0.216  1.296  -0.61
Br  1.612  1.701  1.115  0.71
C  0.479  -0.766  0.412  -0.78
C  -0.467  -1.940  0.386  -0.13
Br  1.753  -0.808  -1.029  0.65
H  0.014  1.968  5.518  0.06
H  1.037  3.012  4.529  0.05
H  1.333  1.253  4.583  0.05
H  -1.866  3.194  3.750  0.08
H  -1.812  0.328  2.008  0.10
H  -0.743  -0.511  4.629  0.10
H  0.415  -1.357  3.598  0.12
H  -0.182  -2.667  -0.373  0.05
H  -1.484  -1.589  0.183  0.09
H  -0.489  -2.440  1.355  0.06
C  1.287  -0.339  -6.531  -0.11
C  1.385  -0.304  -5.146  -0.09
C  0.942  0.808  -4.444  -0.09
C  0.399  1.886  -5.130  -0.09
C  0.300  1.853  -6.515  -0.11
C  0.745  0.740  -7.216  -0.11
H  1.631  -1.209  -7.077  0.09
H  1.800  -1.146  -4.606  0.10
H  1.022  0.827  -3.365  0.05
H  0.052  2.752  -4.581  0.10
H  -0.125  2.694  -7.048  0.09
H  0.667  0.713  -8.296  0.09

Computed properties:
total charge: -1
HOMO level: -4.84 eV
LUMO level: 2.72 eV
Kohn-Sham gap: 7.6 eV

---

A single C4H4N2O molecule. Source: the OMol25 dataset; level of theory: wB97M-V/def2-TZVPD.

Last column: Löwdin charge in e.
Geometry (Å):
O  -1.177  2.254  -0.024  0.09
C  -0.452  1.279  0.037  -0.48
C  -0.967  -0.131  0.058  -0.07
C  -0.076  -1.180  -0.461  -0.17
N  1.180  -1.016  -0.552  0.07
C  1.599  0.264  -0.111  -0.15
N  0.934  1.347  0.222  0.15
H  -2.046  -0.216  0.021  0.13
H  -0.606  -0.603  1.029  0.17
H  -0.598  -2.183  -0.430  0.15
H  2.669  0.295  0.126  0.11

Computed properties:
structure (SMILES): O=C1CC=NC=N1
HOMO level: -10.00 eV
LUMO level: -0.49 eV
Kohn-Sham gap: 9.5 eV

---

2 unconnected molecules or ions with the total composition C6H16. Source: the OMol25 dataset; level of theory: wB97M-V/def2-TZVPD.

Last column: Löwdin charge in e.
Geometry (Å):
C  -2.852  0.269  1.265  -0.11
C  -1.464  -0.312  0.914  -0.34
C  -1.201  -1.711  1.488  -0.12
H  -2.950  0.254  2.345  0.07
H  -3.555  -0.378  0.741  0.07
H  -3.020  1.250  0.822  0.06
H  -1.219  -0.151  -0.136  0.08
H  -0.687  0.314  1.373  0.09
H  -1.050  -1.619  2.553  0.07
H  -2.017  -2.427  1.286  0.07
H  -0.457  -2.202  0.869  0.06
C  2.673  1.052  -0.252  -0.10
C  1.403  0.512  -0.926  -0.33
C  1.410  0.270  -2.451  -0.11
H  3.518  0.894  -0.931  0.07
H  2.528  2.053  0.137  0.06
H  2.997  0.419  0.576  0.06
H  1.015  -0.355  -0.399  0.07
H  0.579  1.222  -0.813  0.09
H  2.330  -0.170  -2.851  0.06
H  0.617  -0.433  -2.677  0.06
H  1.402  1.249  -2.934  0.07

Computed properties:
structure (SMILES): CCC.CCC
HOMO level: -11.14 eV
LUMO level: 1.02 eV
Kohn-Sham gap: 12.2 eV

---

A single C5H6O2 molecule. Source: the OMol25 dataset; level of theory: wB97M-V/def2-TZVPD.

Last column: Löwdin charge in e.
Geometry (Å):
C  0.887  -0.349  1.701  -0.02
C  -0.059  -1.073  0.789  -0.43
O  0.163  -2.262  0.527  0.06
C  -1.148  -0.288  0.055  -0.13
C  -0.600  0.536  -1.049  -0.01
C  -0.254  1.154  -2.010  -0.18
O  0.133  1.909  -2.989  0.08
H  1.384  -1.090  2.335  0.09
H  1.700  0.123  1.140  0.09
H  0.315  0.356  2.289  0.08
H  -1.722  0.346  0.819  0.14
H  -1.828  -1.013  -0.333  0.10
H  1.030  1.651  -3.275  0.14

Computed properties:
structure (SMILES): CC(=O)CC#CO
HOMO level: -9.41 eV
LUMO level: 0.41 eV
Kohn-Sham gap: 9.8 eV

---

10 unconnected molecules or ions with the total composition CH22O10. Source: the OMol25 dataset; level of theory: wB97M-V/def2-TZVPD.

Last column: Löwdin charge in e.
Geometry (Å):
C  -0.468  3.537  1.763  -0.08
O  0.587  2.557  2.006  -0.18
H  -1.152  3.318  2.592  0.09
H  -0.015  4.531  1.828  0.09
H  -0.793  3.325  0.763  0.07
H  1.440  2.774  1.621  0.09
O  0.207  -3.030  -0.769  -0.07
H  -0.463  -2.374  -0.577  0.01
H  1.037  -2.816  -0.339  0.00
O  -3.065  -1.826  0.982  -0.08
H  -2.524  -1.524  1.719  0.00
H  -2.815  -2.751  0.921  0.03
O  4.440  0.632  1.537  -0.06
H  3.943  -0.158  1.301  0.00
H  4.967  0.615  0.723  0.05
O  -1.657  -0.974  -3.674  -0.06
H  -1.710  -0.122  -4.099  0.03
H  -2.247  -1.121  -2.942  0.04
O  -2.188  1.228  -2.612  -0.05
H  -2.837  0.820  -2.048  0.05
H  -1.410  1.699  -2.300  0.06
O  1.187  -0.530  -3.181  -0.07
H  1.428  -1.455  -3.307  0.05
H  0.223  -0.484  -3.269  -0.01
O  -0.603  -2.288  1.612  -0.07
H  -0.420  -2.843  2.367  0.07
H  -0.210  -1.418  1.589  0.01
O  2.476  -0.919  -0.219  -0.06
H  2.131  -0.612  -1.071  0.02
H  2.528  -0.069  0.266  0.03
O  -0.750  0.386  2.302  -0.06
H  -1.384  1.072  2.089  0.03
H  0.116  0.820  2.427  0.04

Computed properties:
structure (SMILES): CO.O.O.O.O.O.O.O.O.O
HOMO level: -10.18 eV
LUMO level: -0.04 eV
Kohn-Sham gap: 10.1 eV

---

A single C12H13N3 molecule. Source: the OMol25 dataset; level of theory: wB97M-V/def2-TZVPD.

Last column: Löwdin charge in e.
Geometry (Å):
C  3.148  0.611  -0.067  -0.03
C  1.843  -0.041  -0.229  -0.36
N  1.957  -1.016  -1.080  0.08
C  0.861  -1.819  -1.544  -0.18
C  -0.149  -2.484  -1.028  -0.11
C  -0.699  -2.676  0.425  -0.04
C  -1.564  -1.785  0.933  -0.07
C  -1.695  -0.444  0.368  -0.11
C  -3.013  -0.012  0.141  0.00
C  -3.332  1.120  -0.615  -0.05
C  -2.270  1.692  -1.243  -0.12
N  -1.001  1.394  -0.890  0.09
C  -0.645  0.362  -0.187  -0.26
N  0.674  0.544  0.198  0.00
C  0.861  1.899  0.788  0.00
H  3.217  0.827  1.000  0.09
H  3.229  1.462  -0.647  0.07
H  3.884  -0.120  -0.372  0.09
H  1.139  -2.006  -2.648  0.13
H  -0.766  -3.157  -1.639  0.10
H  -0.828  -3.730  0.626  0.09
H  -2.156  -2.016  1.774  0.09
H  -3.808  -0.470  0.495  0.07
H  -4.337  1.334  -0.781  0.09
H  -2.232  2.631  -1.920  0.14
H  0.545  1.839  1.852  0.11
H  1.804  2.235  0.670  0.03
H  0.112  2.505  0.435  0.05

Computed properties:
structure (SMILES): Cc1nccccc2cccnc2n1C
HOMO level: -7.95 eV
LUMO level: 0.64 eV
Kohn-Sham gap: 8.6 eV